# 1
This record from the OMol25 dataset describes a 6-piece molecular cluster, C37H62INO14 overall at a distorted geometry. The level of theory is ωB97M-V with the def2-TZVPD basis set.

Structure (XYZ):
```
115
Properties=species:S:1:pos:R:3
C 7.79 -10.15 1.37
C 7.36 -9.19 0.28
C 8.37 -7.99 -0.26
O 9.68 -8.34 -0.38
O 7.87 -6.64 -0.61
C 8.16 -5.75 0.55
C 8.10 -4.15 0.17
C 6.57 -3.61 -0.13
C 5.41 -4.35 0.78
C 5.63 -4.17 2.40
C 4.96 -5.37 3.32
C 3.56 -5.93 2.65
C 2.35 -5.05 2.75
I 2.30 -3.08 3.72
C 0.96 -5.62 2.08
O -0.25 -5.14 2.48
C 0.96 -6.84 0.94
C 2.14 -7.74 0.87
C 2.34 -9.02 -0.12
C 1.02 -9.48 -0.98
N -0.25 -9.64 -0.17
C 3.38 -7.39 1.93
O 4.30 -8.36 2.19
H 7.63 -11.31 1.24
H 8.36 -9.72 2.32
H 6.28 -9.31 -0.18
H 9.29 -5.98 0.85
H 7.52 -6.04 1.51
H 8.56 -3.56 1.09
H 8.78 -3.96 -0.77
H 6.38 -3.80 -1.29
H 6.57 -2.45 0.08
H 4.37 -3.89 0.45
H 5.38 -5.49 0.43
H 6.80 -4.20 2.64
H 5.20 -3.11 2.71
H 5.77 -6.21 3.45
H 4.68 -4.89 4.37
H 0.05 -7.00 0.23
H 3.23 -8.85 -0.90
H 2.66 -9.94 0.56
H 0.87 -8.80 -1.94
H 1.27 -10.56 -1.42
H -0.10 -9.42 0.84
H -0.88 -8.87 -0.54
C -3.10 -3.36 0.86
C -1.98 -2.51 1.43
O -1.73 -1.36 0.60
C -2.41 -0.20 0.67
C -3.70 -0.16 1.45
O -2.03 0.78 0.04
H -4.04 -2.81 0.80
H -3.25 -4.26 1.46
H -2.85 -3.67 -0.17
H -2.17 -2.21 2.47
H -1.06 -3.09 1.45
H -4.53 -0.32 0.77
H -3.79 0.84 1.90
H -3.74 -0.87 2.27
C -0.65 2.07 -4.97
C -2.12 2.42 -4.83
O -2.95 1.30 -5.19
C -3.29 0.30 -4.35
C -2.57 0.16 -3.05
O -4.14 -0.53 -4.69
H -0.37 1.25 -4.30
H -0.02 2.94 -4.74
H -0.43 1.73 -5.98
H -2.37 2.79 -3.83
H -2.36 3.23 -5.53
H -1.75 -0.56 -3.17
H -3.27 -0.22 -2.30
H -2.18 1.10 -2.66
C -2.27 5.46 -9.38
C -2.84 5.59 -7.98
O -1.83 5.30 -6.99
C -0.93 6.20 -6.52
C -0.77 7.50 -7.25
O -0.21 5.92 -5.57
H -1.46 6.18 -9.56
H -3.05 5.63 -10.13
H -1.85 4.46 -9.53
H -3.30 6.56 -7.80
H -3.62 4.84 -7.84
H 0.06 7.42 -7.95
H -0.54 8.28 -6.51
H -1.66 7.84 -7.77
C -5.19 6.08 3.62
C -4.26 5.09 4.27
O -4.71 3.74 4.06
C -4.43 3.00 2.96
C -3.86 3.68 1.75
O -4.72 1.81 2.92
H -5.22 5.95 2.53
H -4.87 7.11 3.83
H -6.21 5.95 3.98
H -3.22 5.21 3.96
H -4.27 5.25 5.36
H -4.67 3.95 1.07
H -3.17 2.99 1.26
H -3.27 4.57 1.99
C -2.48 11.48 5.61
C -3.30 11.93 4.43
O -3.78 10.80 3.67
C -4.90 10.10 3.96
C -5.56 10.31 5.30
O -5.33 9.26 3.18
H -3.06 10.88 6.31
H -2.07 12.34 6.15
H -1.64 10.85 5.28
H -4.13 12.59 4.72
H -2.67 12.51 3.75
H -5.20 9.55 5.99
H -6.64 10.20 5.17
H -5.40 11.30 5.72
```

Structure (SMILES) = C=CC(=O)OCCCCCCC1=C(I)C(=O)C=C(CCN)C1=O.CCOC(C)=O.CCOC(C)=O.CCOC(C)=O.CCOC(C)=O.CCOC(C)=O
M = 871.800 g mol⁻¹
Kohn-Sham gap = 7.2 eV
LUMO = -2.01 eV

***

# 2
This record from the OMol25 dataset describes a 12-piece molecular cluster, C37H63Cl10F15O16 overall at a distorted geometry. The level of theory is ωB97M-V with the def2-TZVPD basis set.

Structure (XYZ):
```
141
Properties=species:S:1:pos:R:3
C -3.73 -2.07 -4.71
C -3.02 -1.13 -5.64
O -3.89 -1.01 -6.74
C -3.45 -0.36 -7.73
O -2.32 0.09 -7.86
C -4.59 -0.29 -8.76
F -5.69 -0.80 -8.28
F -4.79 1.04 -9.15
F -4.31 -0.98 -9.88
H -3.66 -3.14 -4.96
H -4.75 -1.84 -4.76
H -3.36 -1.97 -3.68
H -2.10 -1.59 -5.95
H -2.83 -0.19 -5.17
C -3.61 3.69 -7.55
C -5.13 3.82 -7.18
O -5.37 3.93 -5.72
C -5.43 2.78 -5.09
O -5.16 1.69 -5.52
C -5.73 2.94 -3.66
F -6.98 2.64 -3.42
F -4.98 1.99 -2.95
F -5.40 4.08 -3.01
H -3.46 3.61 -8.62
H -3.20 2.78 -7.16
H -3.01 4.56 -7.22
H -5.64 2.89 -7.59
H -5.61 4.71 -7.60
C 2.70 3.30 2.91
C 3.60 2.83 1.80
O 2.87 2.86 0.57
C 3.51 2.41 -0.51
O 4.67 2.12 -0.53
C 2.54 2.42 -1.83
F 1.54 1.54 -1.70
F 1.94 3.58 -1.97
F 3.26 2.15 -2.86
H 3.22 3.38 3.87
H 1.89 2.61 3.13
H 2.33 4.26 2.63
H 3.89 1.77 1.98
H 4.47 3.49 1.69
C -0.01 -0.17 7.19
C -0.55 0.40 5.84
O -1.37 1.59 6.11
C -1.23 2.63 5.26
O -0.50 2.72 4.36
C -2.30 3.81 5.52
F -3.50 3.23 5.26
F -2.41 4.20 6.82
F -2.06 4.87 4.80
H 0.89 0.32 7.44
H 0.14 -1.22 6.90
H -0.75 0.02 7.92
H -1.27 -0.26 5.45
H 0.11 0.53 5.02
C 1.12 -3.68 0.93
C 0.68 -5.10 0.82
O -0.59 -5.20 0.12
C -0.48 -5.50 -1.16
O 0.55 -5.62 -1.77
C -1.87 -5.51 -1.75
F -1.91 -6.22 -2.87
F -2.85 -5.95 -0.95
F -2.31 -4.23 -2.10
H 1.36 -3.27 -0.07
H 1.95 -3.66 1.68
H 0.34 -3.08 1.39
H 0.47 -5.51 1.83
H 1.47 -5.75 0.37
C -0.26 -0.78 -2.95
O -1.33 0.01 -2.51
C -2.07 -0.54 -1.43
C -1.70 0.12 -0.11
O -0.51 -0.50 0.33
C 0.19 0.26 1.32
C 1.16 -0.57 2.18
O 0.48 -1.32 3.22
C 1.37 -1.91 4.22
H -0.66 -1.65 -3.40
H 0.28 -1.11 -2.09
H 0.29 -0.19 -3.65
H -1.89 -1.68 -1.43
H -3.10 -0.38 -1.72
H -2.51 -0.04 0.67
H -1.54 1.20 -0.36
H -0.50 0.82 1.94
H 0.79 1.00 0.82
H 1.79 0.28 2.56
H 1.77 -1.21 1.53
H 1.66 -1.18 4.97
H 2.28 -2.42 3.85
H 0.79 -2.67 4.70
C 4.34 -0.70 6.49
O 3.53 -1.81 6.49
C 4.24 -2.98 6.19
C 5.13 -3.00 4.95
O 4.40 -2.94 3.78
C 5.18 -3.06 2.58
C 5.61 -1.71 2.05
O 6.66 -1.12 2.76
C 6.88 0.16 2.25
H 5.39 -0.92 6.85
H 3.94 0.05 7.20
H 4.40 -0.30 5.42
H 3.59 -3.78 5.98
H 4.84 -3.23 7.11
H 5.69 -3.99 4.97
H 5.96 -2.29 4.98
H 4.60 -3.53 1.77
H 6.09 -3.61 2.82
H 4.75 -1.05 2.11
H 5.87 -1.80 1.00
H 5.95 0.62 1.87
H 7.64 0.07 1.43
H 7.27 0.83 3.08
Cl 5.08 -0.33 -4.34
C 5.77 -0.36 -2.63
Cl 4.88 -1.49 -1.57
H 6.78 -0.69 -2.68
H 5.64 0.68 -2.20
Cl -2.16 3.31 -4.17
C -0.59 2.62 -4.73
Cl -0.38 2.28 -6.37
H 0.21 3.30 -4.55
H -0.32 1.74 -4.11
Cl -5.30 0.34 0.28
C -4.96 1.83 1.17
Cl -4.21 1.54 2.74
H -4.31 2.27 0.49
H -5.99 2.20 1.40
Cl -0.58 5.25 0.44
C -1.45 4.49 -0.95
Cl -3.13 4.15 -0.65
H -1.40 5.25 -1.74
H -0.91 3.58 -1.26
Cl -2.15 -3.02 4.18
C -3.16 -2.33 2.95
Cl -3.38 -3.48 1.61
H -4.17 -2.16 3.35
H -2.87 -1.37 2.56
```

Structure (SMILES) = CCOC(=O)C(F)(F)F.CCOC(=O)C(F)(F)F.CCOC(=O)C(F)(F)F.CCOC(=O)C(F)(F)F.CCOC(=O)C(F)(F)F.COCCOCCOC.COCCOCCOC.ClCCl.ClCCl.ClCCl.ClCCl.ClCCl
M = 1403.395 g mol⁻¹
Kohn-Sham gap = 9.9 eV
LUMO = 0.34 eV

***

# 3
This record from the OMol25 dataset describes C37H63Cl3GeN4NaOS4Si4Te as an isolated structure at a distorted geometry. The level of theory is ωB97M-V with the def2-TZVPD basis set.

Structure (XYZ):
```
119
Properties=species:S:1:pos:R:3
Na -1.45 1.73 -1.33
C 4.18 0.92 -2.25
C 3.62 2.02 -3.15
S 2.43 3.15 -2.38
C 3.39 4.07 -1.14
C 2.71 3.97 0.26
S 2.74 2.33 1.02
C 4.50 1.87 1.24
C 5.25 1.02 0.27
S 5.65 1.51 -1.41
H 4.38 0.09 -2.86
H 3.46 0.63 -1.47
H 2.99 1.55 -3.84
H 4.33 2.62 -3.68
H 3.32 5.13 -1.31
H 4.42 3.79 -1.26
H 1.67 4.25 0.19
H 3.23 4.75 0.86
H 4.53 1.47 2.25
H 5.01 2.83 1.30
H 4.76 0.03 0.22
H 6.26 0.83 0.80
C -4.17 -1.88 -0.40
Si -3.04 -2.86 -1.51
C -4.21 -4.04 -2.35
C -2.09 -3.82 -0.34
C -1.99 -1.62 -2.30
C -2.71 -0.70 -3.13
C -4.02 -0.88 -3.39
C -4.75 -0.09 -4.29
C -4.13 1.10 -4.69
C -2.77 1.28 -4.35
N -2.10 0.40 -3.54
Si -0.07 -1.67 -2.29
C 0.66 -0.87 -0.74
C 0.62 -0.46 -3.56
C 0.84 -3.22 -2.87
H -4.75 -1.11 -0.86
H -3.50 -1.21 0.25
H -4.93 -2.38 0.25
H -3.72 -4.99 -2.54
H -4.78 -3.74 -3.30
H -4.96 -4.21 -1.62
H -2.58 -4.38 0.53
H -1.31 -3.22 0.21
H -1.41 -4.45 -0.97
H -4.36 -1.81 -3.08
H -5.73 -0.47 -4.51
H -4.65 1.90 -5.25
H -2.36 2.17 -4.85
H 0.64 0.21 -0.93
H 1.68 -1.22 -0.33
H 0.06 -1.08 0.18
H 1.69 -0.65 -3.78
H 0.47 0.59 -3.20
H -0.04 -0.50 -4.43
H 0.50 -3.21 -3.93
H 1.91 -3.12 -2.87
H 0.52 -4.15 -2.41
N -3.75 5.00 -0.89
C -3.90 5.22 -2.22
C -5.00 5.69 -2.87
C -4.93 5.74 -4.24
C -3.72 5.35 -4.88
C -2.60 4.90 -4.17
C -2.70 4.86 -2.82
N -1.89 4.38 -1.84
C -2.52 4.48 -0.68
C -1.94 4.23 0.64
C -2.35 4.69 1.79
S -1.46 3.92 3.09
C -0.61 2.97 1.97
N -0.94 3.23 0.72
H -4.50 4.75 -0.20
H -5.87 6.01 -2.33
H -5.72 6.12 -4.86
H -3.60 5.38 -5.95
H -1.76 4.62 -4.70
H -3.04 5.47 1.99
H 0.11 2.25 2.17
O -5.61 -7.33 0.16
C -6.21 -6.55 -0.36
Cl -6.83 0.57 1.15
Ge -5.77 1.70 -0.59
Cl -6.52 3.71 0.40
Cl -3.74 1.35 0.39
C 0.99 -0.20 6.66
Si 0.25 -1.30 5.25
C -0.25 -0.02 3.97
C -1.10 -2.31 6.00
C 1.46 -2.37 4.31
Te 3.12 -1.22 3.52
C 4.87 -2.41 4.06
Si 5.24 -3.81 2.90
C 6.61 -4.85 3.78
C 5.93 -3.09 1.30
C 3.70 -4.81 2.46
H 0.13 0.33 6.95
H 1.77 0.54 6.35
H 1.33 -0.82 7.49
H -1.14 0.62 4.21
H -0.52 -0.64 3.03
H 0.59 0.49 3.65
H -0.91 -3.41 5.90
H -2.09 -2.02 5.77
H -1.05 -2.14 7.10
H 1.13 -2.91 3.42
H 2.02 -3.09 4.91
H 4.90 -2.65 5.14
H 5.64 -1.67 3.93
H 7.36 -4.17 4.21
H 7.25 -5.51 3.12
H 6.14 -5.45 4.56
H 6.64 -2.30 1.40
H 5.06 -2.65 0.76
H 6.34 -3.95 0.76
H 3.40 -5.42 3.31
H 3.89 -5.50 1.58
H 2.80 -4.20 2.20
```

M = 1150.109 g mol⁻¹
Kohn-Sham gap (spin up / spin down) = 8.1 / 6.1 eV
LUMO (spin up / spin down) = 0.14 / -1.88 eV
2S+1 = 2
<S²> = 0.772

***

Number 1: energy -2852.3262 Eh. Number 2: energy -8751.2476 Eh. Number 3: energy -8380.6116 Eh.